The following is a quantum chemistry calculation of a cluster of 5 separate species, H9O4S in total, from OMol25.

XYZ file:
```
14
Properties=species:S:1:pos:R:3:forces:R:3
H -0.05738 1.07158 -2.34752 0.235 -0.338 0.141
O -0.63698 0.41897 -1.94324 -0.342 -0.055 -0.090
H 0.81106 1.79345 0.58502 0.471 -0.246 0.421
S 0.62910 -2.12800 1.52544 0.046 0.020 -0.070
H 0.27469 -1.37946 2.57984 0.037 0.049 0.029
H -0.49168 2.10569 0.03497 -0.543 -0.313 0.337
H -1.50141 -0.56077 0.83658 0.222 -0.318 -0.230
H -0.07625 -0.22961 -1.48588 0.215 0.416 -0.026
O 2.12597 -0.17822 -0.46441 -0.299 -0.281 -0.109
O -2.35912 -0.78026 0.44694 -0.747 0.104 0.627
H 2.11188 -1.15315 -0.48103 0.293 0.243 -0.124
H 1.55751 -0.13395 0.32833 -0.013 -0.021 0.214
O -0.10159 1.83591 0.88104 0.049 0.546 -0.704
H -2.28579 -0.68219 -0.49607 0.376 0.194 -0.417
```
Forces are in eV/Å.

- Net charge: -1

Charges in e, computed with natural (NBO), in the same order as the atoms:
1. H 0.467
2. O -0.978
3. H 0.462
4. S -1.057
5. H 0.103
6. H 0.467
7. H 0.501
8. H 0.506
9. O -1.015
10. O -0.974
11. H 0.490
12. H 0.495
13. O -0.929
14. H 0.464

***

The following is a quantum chemistry calculation of a cluster of 5 separate species, H9O4S in total in a non-equilibrium geometry, from OMol25.

XYZ file:
```
14
Properties=species:S:1:pos:R:3:forces:R:3
S 1.10091 1.06642 1.55129 1.226 0.064 -0.331
H -0.49231 1.92185 -0.83348 0.398 1.010 1.437
O -0.84343 1.30569 -1.44462 1.944 -1.871 -2.261
O 1.15796 -0.26624 -1.78187 1.593 0.499 -0.716
H 0.15867 1.51156 2.34669 -0.663 0.249 0.477
H 1.00199 -0.83513 -1.02410 -0.137 -0.312 0.839
H -1.40728 -0.31275 -0.34573 0.262 0.380 -0.764
H 1.97225 0.25060 -1.57564 -0.921 -0.668 0.086
H -1.94160 0.48238 0.83996 1.308 -2.020 -0.657
H 0.08700 0.75839 -1.66187 -3.037 1.308 0.587
H -0.25600 -2.43680 1.24534 -0.160 0.110 -0.220
O 0.34151 -1.87954 0.74096 1.005 -2.287 -0.745
H 0.57892 -1.18130 1.34309 0.215 1.501 0.512
O -1.45859 -0.38514 0.59996 -3.033 2.038 1.755
```
Forces are in eV/Å.

- Net charge: -1

Charges in e, computed with natural (NBO), in the same order as the atoms:
1. S -1.048
2. H 0.472
3. O -1.047
4. O -0.937
5. H 0.091
6. H 0.527
7. H 0.486
8. H 0.492
9. H 0.456
10. H 0.490
11. H 0.463
12. O -1.001
13. H 0.512
14. O -0.956

***

The following is a quantum chemistry calculation of the molecule H9PSi4 in a non-equilibrium geometry, from OMol25.

XYZ file:
```
14
Properties=species:S:1:pos:R:3:forces:R:3
Si -1.20908 -1.20022 0.10564 0.441 1.221 1.862
Si 0.99372 1.79525 -0.15837 -0.059 1.212 0.593
Si 0.97916 -1.72543 -0.29811 -0.171 -0.617 -2.301
H 1.36155 -3.13855 0.05751 0.119 0.645 0.132
H -1.81188 -1.23597 1.45599 0.501 -0.328 0.483
H -2.23286 -1.80681 -0.57042 -1.638 -1.169 -1.768
H 0.99620 -1.71624 -1.94655 0.031 0.051 2.010
P 2.28864 -0.00558 0.22568 1.139 0.299 -0.165
H -1.80556 1.71284 -1.34815 0.255 -0.673 0.434
H 1.19138 2.95663 0.89202 0.075 -1.306 -0.639
H -1.91780 2.03569 0.90433 0.254 -0.838 0.059
H 1.98566 0.21188 1.56190 -0.130 -0.433 0.800
Si -1.22910 1.09054 -0.06474 -0.613 2.091 -1.246
H 1.48378 2.45137 -1.38647 -0.204 -0.155 -0.253
```
Forces are in eV/Å.

- SMILES string: [SiH2]1[SiH2][SiH2]P[SiH2]1
- Net charge: 0

Charges in e, computed with natural (NBO), in the same order as the atoms:
1. Si 0.213
2. Si 0.388
3. Si 0.349
4. H -0.089
5. H -0.103
6. H -0.117
7. H -0.099
8. P -0.297
9. H -0.098
10. H -0.100
11. H -0.083
12. H 0.020
13. Si 0.143
14. H -0.126

***

Computed HOMO energy (eV) in order:
-3.21 -2.93 -8.97
Computed LUMO energy (eV) in order:
3.3 3.9 0.2